{
  "formula": "C28H27IrN9S",
  "method": "ωB97M-V/def2-TZVPD",
  "charge": 1,
  "homo_lumo_gap_ev": 5.73,
  "de_lowest_kcal_mol": 26.30,
  "largest_force_ev_per_a": 3.62,
  "elements": ["Ir", "C", "C", "N", "N", "C", "N", "S", "C", "C", "C", "C", "C", "N", "H", "H", "H", "H", "H", "H", "H", "H", "H", "C", "C", "C", "C", "C", "N", "C", "C", "C", "C", "C", "C", "C", "N", "C", "C", "C", "N", "C", "C", "N", "C", "C", "C", "N", "H", "H", "H", "H", "H", "H", "H", "H", "H", "H", "H", "H", "H", "H", "H", "H", "H", "H"],
  "xyz": [[0.2484, 0.2302, 0.6914], [1.4158, 1.7656, 4.6535], [0.9473, 1.6779, 3.2378], [1.1234, 0.5489, 2.5882], [2.0097, -0.2870, 3.1020], [2.0639, -1.5125, 2.6535], [3.0507, -2.2991, 3.1210], [1.0118, -2.1781, 1.4481], [0.3226, 2.7330, 2.5100], [0.0600, 4.0037, 3.0483], [-0.5223, 4.9759, 2.2686], [-0.8445, 4.6889, 0.9451], [-0.5617, 3.4229, 0.4723], [-0.0005, 2.4759, 1.2157], [1.2209, 0.8268, 5.1673], [0.9357, 2.5737, 5.1977], [2.4984, 1.9165, 4.6683], [3.5423, -1.9997, 3.9481], [3.0021, -3.2864, 2.9366], [0.3373, 4.2102, 4.0704], [-0.7297, 5.9545, 2.6791], [-1.3041, 5.4271, 0.3057], [-0.8023, 3.1492, -0.5476], [3.2696, -4.5271, -3.2086], [2.3382, -3.4571, -2.7176], [0.9546, -3.6119, -2.7783], [0.1072, -2.6571, -2.2626], [0.5781, -1.4712, -1.6711], [-0.2980, -0.5681, -1.0777], [-1.5747, -0.4308, -1.6125], [-1.7469, -0.4084, -3.0089], [-2.9717, -0.2024, -3.5990], [-4.1094, 0.0207, -2.8241], [-5.4392, 0.2966, -3.4658], [-3.9585, 0.0054, -1.4512], [-2.7300, -0.2419, -0.8356], [-2.7168, -0.3095, 0.5868], [-3.7776, -0.5997, 1.3711], [-3.3932, -0.4528, 2.6829], [-2.0548, -0.0750, 2.6218], [-1.6549, -0.0042, 1.3552], [1.9760, -1.3065, -1.6524], [2.8218, -2.2925, -2.1527], [2.5864, -0.1381, -1.1248], [3.7755, 0.3843, -1.4896], [4.0568, 1.4310, -0.6412], [2.9734, 1.4887, 0.2323], [2.0910, 0.5428, -0.0779], [2.7971, -5.1357, -3.9773], [3.5460, -5.1892, -2.3853], [4.1864, -4.1026, -3.6150], [0.5423, -4.5144, -3.2118], [-0.9593, -2.8311, -2.2903], [-0.8716, -0.5380, -3.6298], [-3.0505, -0.1910, -4.6788], [-5.4884, -0.1540, -4.4555], [-5.5863, 1.3725, -3.5819], [-6.2631, -0.0880, -2.8664], [-4.8264, 0.2082, -0.8372], [-4.7233, -0.9101, 0.9685], [-3.9943, -0.5876, 3.5632], [-1.3742, 0.1269, 3.4300], [3.8927, -2.1524, -2.0752], [4.3306, 0.0236, -2.3356], [4.9275, 2.0604, -0.6454], [2.7867, 2.1690, 1.0443]],
  "atomic_forces_ev_per_a": [[1.93, -1.08, 2.87], [0.25, 0.38, -0.15], [0.43, -1.86, 0.59], [-0.84, 1.66, -1.14], [0.80, -0.40, 1.38], [-0.38, -0.02, -0.82], [-0.20, -0.04, 0.24], [-0.72, 1.41, -0.85], [-0.97, 1.11, -0.78], [0.35, -0.65, 0.06], [-0.18, 0.13, -0.43], [0.11, 0.06, 0.41], [-0.19, 0.06, -0.40], [-0.11, -1.12, -0.49], [0.01, -0.02, -0.05], [0.01, 0.05, -0.02], [-0.01, 0.01, 0.14], [-0.01, 0.04, -0.02], [0.07, 0.01, -0.08], [-0.04, 0.02, 0.02], [0.02, 0.00, 0.03], [0.00, -0.03, -0.06], [0.03, -0.05, 0.02], [0.01, -0.03, 0.10], [-0.01, 0.11, -0.11], [0.08, 0.04, 0.04], [0.03, 0.02, 0.12], [0.21, -0.04, -0.05], [-0.55, 0.36, -0.48], [0.05, 0.15, -0.11], [-0.09, 0.16, 0.06], [0.02, -0.04, 0.08], [0.01, -0.13, 0.02], [0.03, 0.12, 0.05], [-0.09, 0.10, 0.06], [0.30, 0.07, -0.57], [-0.16, -0.23, 0.11], [0.07, -0.01, 0.23], [0.01, 0.13, -0.02], [-0.20, -0.11, 0.02], [-0.03, -0.09, 0.42], [-0.51, -0.36, -0.17], [0.05, -0.01, 0.08], [0.15, 0.12, -0.12], [0.00, 0.28, 0.09], [0.03, -0.06, 0.08], [0.05, 0.01, -0.18], [0.27, 0.05, 0.09], [0.02, 0.00, -0.03], [0.04, -0.04, -0.04], [0.01, -0.01, -0.03], [-0.05, 0.00, 0.00], [-0.03, 0.02, 0.02], [0.04, -0.02, 0.01], [0.02, 0.00, -0.02], [-0.05, -0.01, 0.00], [-0.06, -0.01, -0.04], [-0.01, -0.02, -0.01], [-0.01, 0.00, 0.02], [0.03, 0.02, -0.13], [-0.02, -0.06, -0.01], [0.11, -0.06, -0.06], [0.02, -0.01, 0.03], [-0.09, -0.15, -0.03], [0.01, 0.02, -0.04], [-0.05, -0.01, 0.02]],
  "lowdin_charge": [1.272, -0.011, -0.285, -0.148, -0.008, -0.832, 0.101, 0.712, -0.218, 0.016, -0.030, -0.028, -0.101, 0.012, 0.086, 0.073, 0.099, 0.112, 0.093, 0.112, 0.121, 0.116, 0.123, -0.045, -0.270, -0.024, -0.019, -0.294, -0.154, -0.238, -0.018, -0.027, -0.273, -0.044, 0.011, -0.111, -0.042, -0.029, -0.022, -0.113, -0.121, -0.159, 0.013, -0.043, -0.028, -0.023, -0.107, -0.118, 0.080, 0.087, 0.080, 0.120, 0.122, 0.123, 0.119, 0.080, 0.087, 0.080, 0.114, 0.131, 0.108, 0.110, 0.119, 0.134, 0.107, 0.109]
}